[1]
16
Properties=species:S:1:pos:R:3:forces:R:3 method="wB97M-V/def2-TZVPD" fmax_ha_per_bohr=0.11147 e_above_lowest_ev=5.407 smiles="C1=C2CCCN2NO1" total_charge=0
C -1.644 1.178 0.237 2.857 1.041 -0.838
C -0.445 0.750 -0.167 0.111 -2.387 -0.239
C 1.071 1.074 -0.275 -2.785 -0.555 2.454
C 1.760 -0.251 0.187 -1.558 -1.099 -5.405
C 0.642 -1.269 0.315 -2.972 -1.564 -1.596
N -2.094 -1.032 -0.114 4.296 0.286 0.941
N -0.519 -0.681 -0.441 -1.380 1.467 -0.382
O -2.598 0.224 0.260 -1.801 0.673 0.918
H -1.777 2.227 0.464 -1.073 -0.349 0.313
H 1.187 1.395 -1.251 0.994 0.422 -1.931
H 1.234 1.878 0.420 0.575 0.460 0.116
H 2.351 -0.697 -0.673 0.085 1.075 1.169
H 2.300 -0.081 1.022 1.836 0.106 2.651
H 0.604 -2.288 -0.205 1.504 1.148 1.253
H 0.266 -1.332 1.286 -0.096 -0.623 2.072
H -2.339 -1.096 -1.065 -0.594 -0.100 -1.498


[2]
16
Properties=species:S:1:pos:R:3:forces:R:3 method="wB97M-V/def2-TZVPD" fmax_ha_per_bohr=0.01518 e_above_lowest_ev=2.011 smiles=CN[C@H]1C[C@H](C#N)O1 total_charge=0
C 0.459 0.367 -1.793 -0.712 -0.301 0.113
C 0.130 0.280 0.250 0.184 -0.594 0.246
C 0.464 -0.804 -0.795 0.117 -0.091 0.091
C -1.139 -0.327 2.224 0.105 -0.017 0.017
N -1.168 0.145 0.854 -0.187 0.538 -0.216
O 0.146 1.298 -0.747 -0.106 0.426 -0.158
C 1.733 0.627 -2.425 0.095 0.180 -0.020
N 2.753 0.811 -2.907 0.503 0.070 -0.274
H -1.647 1.038 0.788 0.082 -0.061 -0.029
H -0.328 0.340 -2.557 0.155 0.004 0.145
H 0.926 0.448 0.999 -0.186 0.017 -0.108
H 1.423 -1.301 -0.672 0.009 0.012 -0.065
H -0.333 -1.525 -0.942 -0.010 0.015 0.025
H -0.539 0.307 2.892 -0.019 -0.067 -0.005
H -0.720 -1.334 2.235 -0.050 -0.050 0.150
H -2.159 -0.370 2.596 0.018 -0.082 0.086